{"formula": "C18H11N5OS3", "method": "ωB97M-V/def2-TZVPD", "total_energy_ev": -60848.128, "gap_ha": 0.3213, "fmax_ev_per_a": 1.7, "smiles": "N#Cc1ccc(CSc2nnc(NC(=O)c3ccc4ncsc4c3)s2)cc1", "homo_ev": -8.69, "molar_mass_g_mol": 409.52, "elements": ["N", "C", "C", "C", "C", "C", "C", "C", "H", "H", "C", "H", "H", "S", "C", "N", "N", "C", "N", "C", "O", "C", "C", "C", "C", "C", "C", "H", "H", "N", "C", "S", "H", "H", "H", "S", "H", "H"], "coordinates": [[1.4327, 5.1004, 0.0546], [1.3812, 4.1438, 0.6844], [1.3077, 2.9645, 1.4597], [0.3478, 2.8509, 2.4659], [0.2715, 1.6917, 3.2093], [1.1537, 0.6391, 2.9765], [2.1149, 0.7650, 1.9820], [2.1901, 1.9129, 1.2190], [2.9261, 2.0056, 0.4345], [2.8042, -0.0449, 1.7913], [1.0395, -0.5820, 3.8403], [-0.0054, -0.7880, 4.0721], [1.5929, -0.4511, 4.7733], [1.7436, -2.1072, 3.1307], [0.7625, -2.2427, 1.7197], [-0.1888, -1.4362, 1.4012], [-0.7822, -1.7310, 0.2552], [-0.2978, -2.7586, -0.3464], [-0.6971, -3.2579, -1.5478], [-1.4980, -2.6496, -2.5079], [-1.9784, -3.3226, -3.3857], [-1.6536, -1.1824, -2.3768], [-0.5382, -0.3756, -2.2026], [-0.7332, 0.9858, -2.0878], [-2.0287, 1.5536, -2.1538], [-3.1314, 0.7300, -2.3656], [-2.9331, -0.6278, -2.4804], [-3.7669, -1.2931, -2.6396], [-4.1148, 1.1658, -2.4402], [-2.0475, 2.9099, -2.0085], [-0.8787, 3.3860, -1.8467], [0.4441, 2.2395, -1.8472], [-0.6699, 4.4297, -1.7139], [0.4549, -0.7937, -2.1571], [-0.4856, -4.2322, -1.7325], [1.0324, -3.5300, 0.5463], [-0.4747, 1.5991, 3.9842], [-0.3321, 3.6693, 2.6481]], "forces_ev_per_a": [[0.01, 0.36, -0.29], [0.02, 0.37, -0.19], [-0.04, -0.72, 0.58], [0.09, 0.06, -0.15], [0.19, -0.13, -0.02], [0.01, 0.29, -0.05], [0.01, 0.06, 0.03], [-0.06, 0.15, 0.08], [0.06, 0.00, -0.04], [0.02, -0.05, 0.00], [0.00, -0.51, -0.17], [0.05, 0.09, 0.05], [-0.05, -0.05, -0.01], [0.29, 0.09, 0.62], [0.01, -0.47, -0.45], [0.70, 0.29, 1.35], [-1.05, -0.41, -1.31], [0.75, -0.14, 1.11], [0.17, -0.75, -0.46], [0.00, 0.09, 0.01], [-0.14, -0.02, -0.06], [0.04, 0.45, -0.33], [-0.22, -0.13, -0.19], [-0.20, 0.22, -0.07], [0.69, -0.84, -0.02], [0.06, 0.05, 0.04], [0.09, -0.09, 0.00], [-0.12, -0.05, -0.05], [-0.10, 0.04, 0.02], [-0.87, 0.68, -0.03], [0.66, -0.14, 0.02], [-0.42, -0.03, -0.14], [0.10, 0.30, 0.07], [0.12, -0.11, 0.04], [-0.15, 0.20, -0.06], [-0.55, 0.81, 0.00], [-0.12, -0.01, 0.05], [-0.06, 0.05, 0.01]], "nbo_charge": [-0.33, 0.29, -0.20, -0.15, -0.20, -0.01, -0.17, -0.15, 0.23, 0.22, -0.54, 0.25, 0.25, 0.31, -0.15, -0.29, -0.30, 0.24, -0.64, 0.69, -0.55, -0.16, -0.12, -0.24, 0.10, -0.19, -0.16, 0.23, 0.23, -0.41, -0.07, 0.36, 0.23, 0.21, 0.42, 0.32, 0.22, 0.23]}